The following is a DFT calculation (ωB97M-V/def2-TZVPD) of C54H50BCl5N8OS2TeTi as an isolated structure in a non-equilibrium geometry.

Its net charge is 0. The calculation puts the total energy at -6840.9117 Ha. The value obtained for the frontier orbital gap (spin up / spin down) is 5.8 / 7.5 eV. The multiplicity is 3. The energy above the lowest of the compared OMol25 structures with the same formula, charge and spin is 18.89 kcal per mole.

CARTESIAN COORDINATES (ANGSTROEM)
Ti  1.38034  0.43172  0.50377
C  5.90609  1.18144  3.27155
C  4.86764  1.69635  2.32610
C  4.89678  2.80913  1.52707
C  3.69781  2.80339  0.80003
N  2.94547  1.73705  1.16158
N  3.69610  1.07850  2.10180
B  3.24203  -0.27164  2.70291
N  1.80110  -0.12549  3.23985
N  0.73675  0.08539  2.40902
C  -0.36678  0.05755  3.17872
C  0.01826  -0.17765  4.51332
C  1.38611  -0.27207  4.51387
C  2.32317  -0.44542  5.66520
C  -1.76239  0.37032  2.76584
C  -2.10480  1.06263  1.60161
C  -3.40225  1.50729  1.38288
C  -4.40395  1.25040  2.30645
C  -4.09610  0.51356  3.44184
C  -2.79364  0.08187  3.66439
N  3.27346  -1.36229  1.60024
N  2.48758  -1.27672  0.47618
C  2.71167  -2.42331  -0.21235
C  3.63888  -3.20761  0.49416
C  3.96710  -2.50875  1.62230
C  4.94008  -2.86338  2.70289
C  2.18449  -2.88502  -1.53018
C  1.80907  -2.06713  -2.59440
C  1.49081  -2.60123  -3.83925
C  1.52482  -3.96951  -4.04982
C  1.85245  -4.80512  -2.98906
C  2.17182  -4.26757  -1.75052
C  3.48770  3.80083  -0.28921
C  4.56779  4.00976  -1.15313
C  4.50729  4.95570  -2.16499
C  3.35887  5.71468  -2.33667
C  2.29113  5.53621  -1.47088
C  2.36018  4.59542  -0.45065
H  6.75856  1.85899  3.27704
H  6.25727  0.19337  2.97018
H  5.52104  1.09924  4.28955
H  5.67984  3.55203  1.46500
H  3.97596  -0.59072  3.59156
H  -0.61495  -0.20911  5.38718
H  1.76147  -0.39914  6.59687
H  3.07908  0.34235  5.67736
H  2.84503  -1.40420  5.62444
H  -1.35345  1.29086  0.87458
H  -3.62500  2.06828  0.47791
H  -5.41709  1.60170  2.13628
H  -4.86821  0.28647  4.16916
H  -2.57313  -0.48397  4.56215
H  4.05950  -4.15415  0.18434
H  5.41335  -3.81325  2.45984
H  4.44965  -2.95780  3.67377
H  5.72002  -2.10613  2.79815
H  1.78303  -1.00342  -2.46654
H  1.21917  -1.92966  -4.64845
H  1.29295  -4.38594  -5.02486
H  1.86852  -5.88111  -3.12792
H  2.42282  -4.93567  -0.93180
H  5.45921  3.40397  -1.03336
H  5.35544  5.09024  -2.82571
H  3.29767  6.44302  -3.13776
H  1.39419  6.13445  -1.57859
H  1.53079  4.50416  0.22347
Cl  3.37573  0.71132  -1.60878
C  2.63297  1.60294  -2.90541
C  3.38021  1.81003  -4.05086
C  2.82789  2.50312  -5.10965
C  1.52491  2.96265  -5.01600
C  0.78721  2.73782  -3.86600
Cl  -0.85137  3.31997  -3.84704
C  1.31427  2.06158  -2.74033
S  0.35785  1.82598  -1.29393
H  4.39535  1.43056  -4.10333
H  3.40802  2.68632  -6.00505
H  1.06873  3.49762  -5.83947
C  -1.73474  3.70469  3.47620
Te  -0.04587  3.47948  2.19537
C  1.38682  3.75164  3.75251
H  -1.71834  2.94449  4.26207
H  -2.62471  3.56798  2.85963
H  -1.73443  4.70525  3.91097
H  1.29489  4.74881  4.18352
H  2.37928  3.62708  3.31104
H  1.22660  2.98971  4.52003
Cl  -7.63440  -0.28103  -5.49725
C  -6.49095  -1.15505  -4.53173
C  -5.26345  -0.59259  -4.23815
C  -4.36852  -1.30599  -3.45392
C  -4.66133  -2.57043  -2.95446
C  -3.71144  -3.33437  -2.04826
C  -2.19990  -3.02310  -2.30982
N  -1.47492  -2.48187  -1.16885
C  -1.06619  -3.16178  -0.04042
C  -0.33367  -2.27153  0.67653
N  -0.24170  -1.06259  -0.00211
C  -0.95382  -1.23372  -1.09578
O  -4.03901  -3.24910  -0.67777
C  -4.32894  -1.98470  -0.09790
C  -5.80781  -1.76247  0.04367
C  -6.59140  -2.47633  0.89607
Cl  -6.06600  -3.70086  1.97289
S  -8.24388  -2.02476  0.81847
C  -7.90691  -0.84658  -0.37854
C  -6.58583  -0.81817  -0.69548
C  -5.91883  -3.09322  -3.26502
Cl  -6.42280  -4.63136  -2.63857
C  -6.82957  -2.40342  -4.04938
H  -5.00903  0.39045  -4.61412
H  -3.41526  -0.83814  -3.22314
H  -3.85762  -4.38956  -2.23974
H  -2.05557  -2.31544  -3.11844
H  -1.72188  -3.94554  -2.62091
H  -1.35084  -4.18575  0.14881
H  0.14404  -2.42476  1.63185
H  -1.11986  -0.47202  -1.84551
H  -3.88582  -1.16268  -0.66550
H  -3.85669  -2.00427  0.87825
H  -8.71122  -0.24682  -0.78736
H  -6.15932  -0.13814  -1.43112
H  -7.79661  -2.83550  -4.26908